# 1
24
Properties=species:S:1:pos:R:3 method="wB97M-V/def2-TZVPD" homo_energy_ev="-0.994 / -0.994" multiplicity=8 charge=-2 s2=15.760 largest_force_ev_per_a=2.2 relative_energy_ev=1.326 mol_weight_g_mol=343.6
C 0.8746 -2.0772 2.6750
C 0.9590 -2.0782 1.2230
C -0.4012 -2.0523 0.7049
H 1.8792 -2.2589 0.6519
C -1.3099 -2.0251 1.8431
C -0.5236 -2.1241 3.0379
H -0.9257 -2.3173 4.0391
H 1.7271 -2.1016 3.3720
H -0.6856 -2.2459 -0.3423
H -2.4127 -2.0511 1.7998
Eu 0.0332 0.6170 1.6342
Cl 1.3281 2.3123 2.9364
C 0.1093 2.9075 -2.7766
C -1.1326 2.2630 -3.1262
C -0.8193 1.0184 -3.7849
H -2.1261 2.6637 -2.9671
C 0.6172 0.8948 -3.8439
C 1.1907 2.0630 -3.2213
H 2.2476 2.2866 -3.1455
H 0.2122 3.8793 -2.3102
H -1.5343 0.3196 -4.2024
H 1.1665 0.0872 -4.3127
N -0.2168 -0.1230 5.6346
C -0.2567 0.1422 4.4810


# 2
11
Properties=species:S:1:pos:R:3 method="wB97M-V/def2-TZVPD" homo_energy_ev=-8.882 largest_force_ev_per_a=5.9 relative_energy_ev=3.444 mol_weight_g_mol=119.2
C -0.0327 1.3589 0.0566
C 0.3154 -0.1294 0.1095
C 1.5230 -0.8867 0.1973
S 3.0991 -0.3599 -0.2612
N -0.5349 -1.0465 0.2810
S -2.1517 -0.4587 -0.2521
H -0.5598 1.5322 1.1226
H 0.6091 2.3264 -0.3017
H -0.8847 1.3766 -0.6580
H 1.3756 -2.0015 0.3365
H -2.7583 -1.7114 -0.6303


# 3
102
Properties=species:S:1:pos:R:3 method="wB97M-V/def2-TZVPD" homo_energy_ev=-4.750 charge=-1 largest_force_ev_per_a=0.8 mol_weight_g_mol=649.8
C -5.3507 1.6757 -1.4512
C -5.7727 2.8072 -2.4112
C -5.0838 4.1483 -2.0905
I -4.3832 5.0831 -3.9201
Al -6.3324 5.4877 -1.1679
S -6.8543 4.4812 0.8292
C -5.2994 7.1343 -0.6665
C -3.9308 6.7608 -0.0853
N -3.5102 7.6297 1.0366
C -7.8389 5.8765 -2.4556
C -9.0643 6.6945 -2.0114
C -10.2276 5.9043 -1.4466
O -10.0607 5.6196 -0.0743
C -10.4724 4.3563 0.3657
H -4.5567 1.9937 -0.7832
H -5.0127 0.8020 -2.0079
H -6.1864 1.3436 -0.8354
H -6.8554 2.9282 -2.3554
H -5.5385 2.4960 -3.4265
H -4.1930 3.9689 -1.4941
H -6.9218 3.1875 0.5115
H -5.8380 7.6784 0.1139
H -5.1849 7.8009 -1.5212
H -3.9375 5.7142 0.2378
H -3.1674 6.8493 -0.8574
H -3.9084 7.2897 1.9010
H -2.5060 7.6040 1.1425
H -7.3479 6.4511 -3.2465
H -8.1935 4.9617 -2.9429
H -9.4811 7.2097 -2.8861
H -8.7986 7.4812 -1.3025
H -10.3395 4.9829 -2.0266
H -11.1526 6.4828 -1.5698
H -11.0121 3.8078 -0.4098
H -9.6053 3.7693 0.6688
H -11.1367 4.4625 1.2250
C -3.6804 2.8381 2.1152
C -2.4079 2.1149 2.5239
N -2.6605 0.9218 3.3160
C -1.4723 0.3679 3.9304
C -0.3768 -0.1867 3.0098
C -3.5812 -0.0322 2.7230
C -3.2530 -0.5760 1.3252
H -4.3064 3.0698 2.9767
H -3.4350 3.7766 1.6173
H -4.2744 2.2544 1.4146
H -1.7957 2.7843 3.1355
H -1.8183 1.9017 1.6165
H -1.7855 -0.4191 4.6233
H -1.0332 1.1560 4.5509
H -0.6683 -1.1317 2.5529
H 0.5327 -0.3724 3.5873
H -0.1234 0.5144 2.2140
H -4.5659 0.4377 2.6798
H -3.6870 -0.8659 3.4230
H -2.9686 0.2218 0.6381
H -4.1355 -1.0625 0.9053
H -2.4500 -1.3132 1.3427
C 6.0778 -3.5086 0.3220
C 4.5846 -3.2194 0.3024
N 4.1183 -2.5695 1.5117
C 2.6720 -2.5631 1.6466
C 1.8524 -1.7754 0.6186
C 4.7971 -1.3336 1.8609
C 4.8085 -0.2016 0.8247
H 6.3533 -4.0666 1.2181
H 6.3488 -4.1063 -0.5502
H 6.6739 -2.5959 0.2881
H 4.0466 -4.1677 0.2200
H 4.3461 -2.6510 -0.6112
H 2.4310 -2.1974 2.6484
H 2.3428 -3.6070 1.6244
H 1.9371 -0.6997 0.7654
H 0.7965 -2.0293 0.7220
H 2.1457 -2.0082 -0.4057
H 5.8325 -1.5775 2.1126
H 4.3529 -0.9691 2.7902
H 5.0761 -0.5640 -0.1689
H 5.5500 0.5477 1.1085
H 3.8472 0.3037 0.7514
C 7.0447 -7.2141 -2.2823
C 8.4176 -7.8252 -2.0470
N 9.5008 -6.9950 -2.5404
C 10.7769 -7.6815 -2.6040
C 11.4145 -8.1488 -1.2892
C 9.5285 -5.6349 -2.0309
C 9.5858 -5.4383 -0.5104
H 6.9149 -6.9504 -3.3325
H 6.2698 -7.9314 -2.0099
H 6.8844 -6.3189 -1.6805
H 8.4734 -8.7762 -2.5837
H 8.5174 -8.0694 -0.9768
H 11.4809 -7.0310 -3.1301
H 10.6392 -8.5555 -3.2486
H 11.8119 -7.3175 -0.7082
H 12.2467 -8.8217 -1.5046
H 10.7055 -8.6939 -0.6652
H 8.6428 -5.1177 -2.4078
H 10.3764 -5.1263 -2.4959
H 8.8673 -6.0744 0.0083
H 9.3362 -4.4038 -0.2665
H 10.5750 -5.6385 -0.1013


# 4
10
Properties=species:S:1:pos:R:3 method="wB97M-V/def2-TZVPD" homo_energy_ev="-18.935 / -18.937" multiplicity=5 charge=+2 s2=6.018 largest_force_ev_per_a=5.9 relative_energy_ev=1.435 mol_weight_g_mol=154.0
H 0.4991 -0.9714 -2.3166
C -0.2736 -1.5650 -1.6557
C 0.1260 -0.7247 -0.4596
O -0.2743 0.4734 -0.4346
C -0.1017 1.2571 0.7779
O 1.0465 1.4624 1.1749
O -1.1480 1.5757 1.3337
O -0.4173 -2.7366 -1.5738
Cr 0.1195 2.4570 2.6797
H 0.4238 -1.2280 0.4740


# 5
15
Properties=species:S:1:pos:R:3 method="wB97M-V/def2-TZVPD" homo_energy_ev=-9.044 largest_force_ev_per_a=6.1 relative_energy_ev=5.721 mol_weight_g_mol=109.1
C 2.4358 -0.5271 -0.1497
C 0.9204 -0.1325 0.0812
C 0.4145 1.0852 -0.2629
C -1.1187 0.9229 -0.2431
C -1.2433 -0.0055 1.1912
C -0.6365 -0.9126 0.1602
H 2.3663 -1.7531 -0.6366
H 1.0173 2.0710 -0.2095
H -1.7689 1.8224 -0.6191
H -0.3695 0.2280 2.0190
H -2.3374 -0.0920 1.3306
H -0.5562 -1.9980 0.2666
H -1.0575 -0.6606 -2.0429
N -1.4213 -0.3732 -0.9800
O 3.3550 0.3252 0.0949


# 6
24
Properties=species:S:1:pos:R:3 method="wB97M-V/def2-TZVPD" homo_energy_ev=-13.832 charge=+1 largest_force_ev_per_a=8.9 relative_energy_ev=2.502 mol_weight_g_mol=122.2
C 2.2024 -0.2837 -0.5655
C 1.9242 1.0815 -0.7110
C 0.3732 1.4832 -0.8809
C -0.4139 1.1475 0.3246
C -0.3584 1.3603 1.6578
N -1.6959 0.4037 0.0246
H 3.3920 -0.4656 -0.6145
H 2.0538 -0.7072 0.4352
H 1.7771 -0.9452 -1.3023
H 2.3971 1.6368 0.1946
H 2.4736 1.3675 -1.6588
H -0.0359 0.9281 -1.8918
H 0.1033 2.5269 -0.9487
H -0.9893 1.1292 2.3580
H 0.6576 1.6857 2.0073
H -1.4365 -0.5215 -0.3836
H -2.2541 0.2530 0.8477
H -2.2359 0.8728 -0.6000
H -1.4673 -2.4120 1.7633
H -1.6899 -1.5476 2.9473
O -1.5825 -1.4583 1.9618
H -1.5455 -3.0244 -1.3554
H -0.5179 -2.3536 -2.1283
O -1.1313 -2.1572 -1.4811


# 7
46
Properties=species:S:1:pos:R:3 method="wB97M-V/def2-TZVPD" homo_energy_ev="-8.723 / -8.722" multiplicity=2 s2=0.755 largest_force_ev_per_a=4.9 mol_weight_g_mol=560.2
C 2.1396 -1.4122 2.1277
C 1.2059 -0.4594 3.0757
I 1.6351 -0.5113 5.2655
C 0.1109 0.4472 2.5410
I -0.8871 1.6471 4.1062
C -0.2556 0.5412 0.9093
C -1.4154 1.7242 0.6631
C -2.9255 1.2968 1.0950
O -3.4889 2.4278 1.9053
C -3.9860 1.1341 -0.1798
F -5.3226 1.5564 0.3849
F -4.1666 -0.2660 -0.6273
F -3.7145 2.0630 -1.3006
C 1.0978 1.1945 0.2383
C 1.7121 0.4273 -1.0535
C 3.3697 0.6548 -0.9699
C 1.2734 1.2396 -2.4482
N 1.5166 -1.0590 -1.1225
O 2.1299 -1.6379 -2.1700
C 0.1038 -1.5184 -0.9239
C 0.2000 -3.1715 -0.6718
C -0.8727 -1.3692 -2.2607
C -0.6921 -0.9255 0.3673
H 2.7547 -0.7251 1.3996
H 1.5721 -2.2952 1.5951
H 2.9500 -1.9354 2.8310
H -1.2892 2.0125 -0.4886
H -1.1454 2.7300 1.2470
H -2.9183 0.2895 1.6917
H -3.4831 3.2383 1.3156
H 1.9778 1.2799 1.0411
H 0.9015 2.3245 -0.0948
H 3.9129 -0.2322 -0.4185
H 3.7492 0.6958 -2.1002
H 3.6300 1.7190 -0.5150
H 1.9277 2.2103 -2.5047
H 0.1522 1.5744 -2.4272
H 1.5499 0.5982 -3.4048
H 0.1635 -3.7187 -1.7292
H 1.2509 -3.4839 -0.2080
H -0.7087 -3.5174 0.0026
H -1.7093 -2.2092 -2.1250
H -0.2501 -1.5046 -3.2447
H -1.4017 -0.3224 -2.1960
H -1.8520 -1.0552 0.1219
H -0.5024 -1.6963 1.2600


# 8
96
Properties=species:S:1:pos:R:3 method="wB97M-V/def2-TZVPD" homo_energy_ev="-13.239 / -13.255" charge=+2 largest_force_ev_per_a=2.3 relative_energy_ev=0.000 mol_weight_g_mol=801.3
Ti -0.6347 0.5303 1.1702
C -0.8738 3.2730 -0.4241
C 0.2445 3.7291 0.4926
O 0.7170 2.5512 1.1471
C 1.4271 2.8099 2.3510
C 2.1005 1.5178 2.7384
O 1.1499 0.4494 2.7003
C 1.4053 -0.5812 3.6591
C 0.2398 -1.5688 3.6082
O -0.9454 -0.9594 3.1051
C -1.7473 -0.2508 4.0674
C -1.3429 1.2110 4.1893
O -1.2781 1.8063 2.8797
C -2.1690 2.8964 2.5931
C -2.6822 2.7807 1.1574
O -1.6874 2.2917 0.2320
H -0.4610 2.7763 -1.3039
H -1.4852 4.1157 -0.7465
H -0.1057 4.4529 1.2339
H 1.0468 4.1810 -0.0932
H 2.1945 3.5707 2.1891
H 0.7400 3.1598 3.1257
H 2.5317 1.6119 3.7360
H 2.8984 1.3217 2.0215
H 1.4943 -0.1253 4.6484
H 2.3337 -1.1028 3.4206
H 0.0665 -1.9858 4.6009
H 0.4675 -2.3894 2.9300
H -1.6887 -0.7349 5.0439
H -2.7710 -0.2998 3.7094
H -0.3561 1.3152 4.6429
H -2.0707 1.7261 4.8150
H -1.6331 3.8349 2.7564
H -3.0326 2.8710 3.2575
H -3.0645 3.7427 0.8158
H -3.4886 2.0547 1.1385
O -4.3236 -0.0024 2.1141
C -3.5800 -0.4540 1.2729
O -2.3162 -0.0583 1.1795
C -3.9986 -1.3944 0.2146
C -5.2833 -1.9273 0.2577
C -5.7400 -2.7134 -0.7824
C -4.9188 -2.9446 -1.8778
C -3.6311 -2.4343 -1.9144
C -3.1430 -1.6685 -0.8596
P -1.4010 -1.0705 -0.9754
C -0.5238 -2.6595 -1.1722
C -0.4655 -3.3833 -2.3600
C 0.2089 -4.5962 -2.3946
C 0.8162 -5.0948 -1.2519
C 0.7497 -4.3833 -0.0627
C 0.0869 -3.1699 -0.0282
C -1.4677 -0.1679 -2.5549
C -0.5777 -0.3362 -3.6119
C -0.7134 0.4322 -4.7598
C -1.7177 1.3829 -4.8513
C -2.5916 1.5762 -3.7881
C -2.4670 0.8076 -2.6441
H -5.9126 -1.7028 1.1086
H -6.7346 -3.1356 -0.7444
H -5.2904 -3.5248 -2.7120
H -3.0102 -2.6324 -2.7764
H -0.9346 -3.0090 -3.2592
H 0.2580 -5.1505 -3.3226
H 1.3454 -6.0376 -1.2902
H 1.2378 -4.7704 0.8222
H 0.0319 -2.5972 0.8930
H 0.2143 -1.0698 -3.5483
H -0.0303 0.2834 -5.5857
H -1.8247 1.9737 -5.7512
H -3.3741 2.3204 -3.8606
H -3.1571 0.9487 -1.8193
Ge 1.5447 0.0992 -0.3399
C 3.1052 -1.1050 0.0879
C 3.3606 -2.0914 -0.8620
C 4.4717 -2.9145 -0.7593
C 5.3570 -2.7695 0.2980
C 5.1217 -1.7881 1.2482
C 4.0034 -0.9705 1.1449
C 2.3943 1.5885 -1.3685
C 2.4599 1.4223 -2.7494
C 3.1598 2.3216 -3.5414
C 3.7877 3.4160 -2.9653
C 3.7232 3.5983 -1.5916
C 3.0326 2.6896 -0.8016
H 1.1025 -0.6883 -1.5940
H 2.6918 -2.2141 -1.7057
H 4.6449 -3.6760 -1.5095
H 6.2260 -3.4080 0.3819
H 5.8109 -1.6504 2.0717
H 3.8767 -0.2171 1.9093
H 1.9761 0.5734 -3.2158
H 3.2150 2.1626 -4.6106
H 4.3313 4.1209 -3.5799
H 4.2194 4.4446 -1.1331
H 3.0231 2.8364 0.2734


# 9
96
Properties=species:S:1:pos:R:3 method="wB97M-V/def2-TZVPD" homo_energy_ev=-5.334 charge=-1 largest_force_ev_per_a=6.9 mol_weight_g_mol=895.5
C 3.4148 -2.5462 1.6445
C 2.0542 -1.8720 1.1360
C 1.7623 -2.0085 -0.4370
I 3.3633 -3.0880 -1.5341
C 1.4053 -0.5827 -1.1530
P 0.6411 -0.9461 -2.8706
O -0.0107 -2.3730 -2.9230
C 2.9184 -0.0324 -1.4798
O 3.2717 0.4028 -2.6177
O 3.8852 0.0640 -0.4676
N 0.6725 0.3797 -0.3143
C -0.7392 0.1715 -0.0025
Cl -1.5107 -1.4671 -0.2021
C -1.1345 0.5979 1.5341
C -2.3674 1.6630 1.5557
Cl 0.3044 1.1388 2.5389
S 0.9688 2.0443 -0.7368
C 2.4683 2.7523 0.1571
O -0.1401 2.9763 -0.2310
O 0.9995 2.2945 -2.2274
H 3.4354 -3.6855 1.5806
H 3.4936 -2.2958 2.7732
H 4.3437 -2.0527 1.1733
H 1.1909 -2.4024 1.6965
H 2.0548 -0.7962 1.5126
H 0.8960 -2.7633 -0.5351
H -0.4674 -0.0240 -3.0357
H 1.5710 -0.9177 -3.9480
H -1.3716 0.8444 -0.7003
H -1.5599 -0.3167 2.0946
H -2.2989 2.3400 2.4675
H -2.4578 2.2245 0.5661
H -3.3317 1.0463 1.6621
H 3.3202 2.7094 -0.6066
H 2.2823 3.8299 0.4844
H 2.7016 2.0377 1.0132
C -3.5339 -3.6860 -6.0835
C -2.7787 -2.7046 -5.2069
O -2.5113 -1.4869 -5.9154
C -3.5429 -0.6362 -6.0143
O -4.6499 -0.8034 -5.5583
O -3.1397 0.4268 -6.7307
C -4.1734 1.3736 -6.9881
H -3.0049 -3.8463 -7.0269
H -3.6504 -4.6453 -5.5746
H -4.5284 -3.3089 -6.3357
H -1.8099 -3.1300 -4.9362
H -3.3122 -2.5025 -4.2745
H -4.6700 1.6810 -6.0656
H -4.8955 0.9535 -7.6923
H -3.7161 2.2530 -7.4430
C -7.4297 1.4588 -0.2268
C -6.9347 1.0907 1.1586
O -6.7081 2.2650 1.9483
C -7.8061 2.8342 2.4690
O -8.9410 2.4417 2.3372
O -7.4267 3.9322 3.1428
C -8.5137 4.6865 3.6742
H -6.7503 2.1710 -0.7021
H -7.5086 0.5698 -0.8561
H -8.4119 1.9356 -0.1828
H -5.9741 0.5772 1.0751
H -7.6224 0.4077 1.6649
H -9.1761 4.0603 4.2753
H -9.0672 5.1638 2.8623
H -8.0989 5.4648 4.3158
C 9.5791 -6.4177 -3.9201
C 8.5230 -6.7754 -2.8919
O 8.4106 -5.7536 -1.8964
C 7.7134 -4.6625 -2.2637
O 7.1827 -4.4885 -3.3345
O 7.7316 -3.7941 -1.2436
C 7.0987 -2.5446 -1.5341
H 10.5304 -6.1893 -3.4322
H 9.7289 -7.2422 -4.6211
H 9.2921 -5.5312 -4.4905
H 8.8183 -7.6895 -2.3711
H 7.5538 -6.9697 -3.3595
H 6.0855 -2.6894 -1.9123
H 7.7004 -1.9812 -2.2512
H 7.0406 -1.9740 -0.6068
C -0.9611 2.6337 5.8774
C 0.5336 2.5928 5.6262
O 1.1494 3.8353 5.9935
C 1.3553 4.0135 7.3068
O 1.0800 3.2286 8.1831
O 1.8999 5.2295 7.4827
C 2.0884 5.5837 8.8505
H -1.4117 3.4978 5.3818
H -1.4382 1.7237 5.5071
H -1.1815 2.7266 6.9438
H 0.7168 2.4543 4.5587
H 1.0077 1.7557 6.1461
H 2.6490 4.8154 9.3868
H 1.1204 5.7566 9.3266
H 2.6604 6.5119 8.8802


# 10
29
Properties=species:S:1:pos:R:3 method="wB97M-V/def2-TZVPD" homo_energy_ev=-9.726 largest_force_ev_per_a=7.2 relative_energy_ev=4.849 mol_weight_g_mol=184.2
O 4.3032 2.4267 -0.3066
C 4.3329 1.1970 0.0674
C 5.5199 0.4221 0.3761
C 5.3272 -0.8657 -0.1091
N 4.0490 -1.4385 -0.2361
C 2.8672 -0.8861 0.0281
O 1.7877 -1.5193 0.0140
N 3.1200 0.4522 0.1265
H 6.4919 0.8215 0.5599
H 6.0490 -1.6900 -0.0901
H 3.7361 -2.4962 -0.5200
H 2.2284 0.9808 0.1029
C -3.1725 -1.1916 -0.5447
C -2.9539 0.1782 -0.0821
C -1.9809 0.1356 1.0162
C -4.3094 0.5982 0.5903
C -2.3115 1.0238 -1.1948
H -2.3193 -1.7176 -1.2127
H -3.3871 -1.6904 0.3852
H -4.0946 -1.1673 -1.1873
H -1.4249 1.0999 1.4108
H -2.2063 -0.3292 2.0978
H -1.0701 -0.6054 0.7123
H -4.3006 1.9060 0.4991
H -4.4004 0.2762 1.6713
H -5.3711 0.3895 0.1647
H -3.1645 1.5084 -1.9147
H -1.7366 1.9787 -0.7592
H -1.6091 0.2027 -1.6653


Number 1: E_tot -1650.40817 Eh. Number 2: E_tot -968.31852 Eh. Number 3: E_tot -2301.54730 Eh. Number 4: E_tot -1460.08782 Eh. Number 5: E_tot -362.60323 Eh. Number 6: E_tot -405.02820 Eh. Number 7: E_tot -1685.18574 Eh. Number 8: E_tot -5383.22166 Eh. Number 9: E_tot -4272.81273 Eh. Number 10: E_tot -612.40756 Eh.